[1]
This record from OMol25 describes a cluster of 8 separate species, C21H52Cl6O15S5 in total at a distorted geometry. The level of theory is wB97M-V/def2-TZVPD.

E_LUMO ... -0.50 eV
Kohn-Sham gap ... 9.81 eV
Energy above the lowest of the compared OMol25 structures with the same formula, charge and spin ... 36.4 kcal/mol
SMILES ... CCOS(C)(=O)=O.CCOS(C)(=O)=O.CCOS(C)(=O)=O.CCOS(C)(=O)=O.CCOS(C)(=O)=O.ClCCCl.ClCCCl.ClCCCl
HOMO ... -0.379 hartree

```
99
Properties=species:S:1:pos:R:3:forces:R:3
C 5.8414 0.9811 -0.9619 -1.20 0.18 0.19
C 5.0342 -0.1188 -0.2443 2.41 1.32 1.30
O 4.8408 -1.2200 -1.0590 -0.25 -2.74 -0.06
S 4.6722 -2.7226 -0.2723 -1.31 1.59 0.69
C 2.9392 -2.9131 -0.7157 0.56 -0.33 -0.05
O 5.4692 -3.6788 -0.9729 0.05 0.38 0.29
O 4.7796 -2.5423 1.1842 0.12 -0.08 -2.54
H 6.8232 0.7118 -1.3515 -0.36 -0.43 -0.21
H 6.0312 1.7809 -0.2461 -0.12 0.02 0.18
H 5.1586 1.3992 -1.7015 0.52 0.15 -0.51
H 5.6947 -0.4257 0.5667 -0.36 -0.01 0.45
H 4.1240 0.3035 0.1815 -0.27 -0.17 -0.18
H 2.8784 -3.0890 -1.7897 0.21 0.30 -0.01
H 2.4588 -1.9772 -0.4303 -0.16 -0.28 0.10
H 2.5369 -3.8087 -0.2423 0.02 0.22 0.41
C -1.2400 4.5310 4.8720 0.58 -0.78 1.08
C -0.1418 3.7458 5.6911 -0.27 2.09 -0.80
O -0.4277 2.3541 5.7674 0.63 -1.30 0.75
S 0.8386 1.3158 5.5052 -0.74 -0.17 -1.53
C 0.8028 1.5703 3.6872 0.93 -0.36 1.12
O 2.0477 1.9781 5.9620 -1.04 -1.27 0.28
O 0.4601 -0.0883 5.8184 0.76 3.96 -0.31
H -2.1204 4.5783 5.5128 -0.20 -0.02 -0.26
H -1.5138 4.1122 3.9037 0.23 -0.17 0.24
H -0.9030 5.5560 4.7175 0.14 -0.01 0.04
H 0.8539 3.9969 5.3255 0.06 -0.69 -0.59
H -0.0754 4.2343 6.6632 -0.46 -0.58 0.46
H -0.2378 1.6026 3.3643 0.30 -0.57 -0.14
H 1.4878 0.8050 3.3224 -0.65 -0.29 -0.50
H 1.3062 2.5134 3.4743 -0.22 0.16 0.31
C 2.3010 0.7986 -3.5980 0.55 -0.27 -0.29
C 1.0481 0.7856 -2.8098 -1.46 -0.39 0.71
O 1.3679 0.4747 -1.4303 -0.72 -1.05 1.51
S 0.1498 0.4137 -0.2744 1.34 1.88 -2.02
C 0.0788 2.2088 0.0773 0.16 -1.37 -0.04
O -1.0438 0.0257 -1.0026 0.87 -0.10 1.24
O 0.6776 -0.2285 0.9028 -0.54 -0.02 -1.35
H 2.0463 1.1758 -4.5885 0.44 0.58 0.06
H 2.6471 -0.2150 -3.8005 -0.14 -0.20 0.28
H 3.1248 1.2706 -3.0627 -0.12 0.54 -0.43
H 0.4099 1.6678 -2.7603 0.54 0.67 -0.42
H 0.3824 0.0685 -3.2901 -0.10 -0.54 0.53
H 1.0774 2.6160 0.2354 0.05 -0.42 0.09
H -0.4948 2.2304 1.0039 -0.14 0.50 -0.44
H -0.3461 2.6840 -0.8069 -0.42 0.01 0.40
C 1.0747 -2.7759 3.1074 0.58 -0.11 0.16
C 1.5105 -4.2247 3.4566 -3.01 2.21 1.22
O 2.2810 -4.6663 2.4106 2.03 -2.34 -0.37
S 3.1424 -6.0578 2.7292 -0.94 -1.26 -0.79
C 4.7643 -5.3119 2.5659 -0.86 -0.71 -0.52
O 2.9027 -6.5300 4.1038 0.25 0.96 -2.47
O 2.8756 -6.9316 1.5595 0.70 1.75 2.66
H 1.9558 -2.2047 2.8153 0.24 0.03 0.10
H 0.6434 -2.2674 3.9697 -0.10 -0.15 0.06
H 0.3925 -2.6690 2.2640 -0.13 -0.49 0.08
H 1.9271 -4.2431 4.4637 0.83 -0.01 -0.27
H 0.6096 -4.8288 3.5639 -0.12 -0.22 -0.19
H 5.5264 -6.0420 2.8383 -0.11 0.19 0.24
H 4.7490 -4.3679 3.1107 0.27 -0.26 -0.05
H 4.7761 -5.1733 1.4848 0.41 0.36 0.13
C -3.0080 0.3475 -3.5376 -1.39 -0.32 -0.43
C -3.5189 -0.8784 -2.6826 1.19 2.56 -0.33
O -4.8113 -1.2800 -3.1780 0.56 -1.42 0.07
S -5.3830 -2.7736 -2.7794 -1.32 0.85 -0.50
C -6.7141 -2.8120 -4.0183 0.77 0.02 1.02
O -4.3967 -3.7992 -3.0760 -0.68 1.22 0.80
O -6.0810 -2.6404 -1.5123 1.49 -0.62 -0.83
H -3.5689 1.2638 -3.3537 0.02 0.03 0.61
H -3.2642 0.1954 -4.5861 0.32 -0.48 -0.18
H -1.9431 0.5701 -3.4707 -0.13 -0.35 0.32
H -2.6750 -1.5669 -2.7254 -0.74 -0.85 -0.11
H -3.6211 -0.4986 -1.6661 -0.11 -0.42 0.14
H -7.5359 -2.2898 -3.5284 0.12 0.19 -0.33
H -6.9871 -3.8648 -4.0903 0.16 0.08 -0.38
H -6.3449 -2.3322 -4.9247 -0.27 -0.33 0.01
Cl -2.5264 3.6727 1.5473 -0.04 0.18 0.07
C -3.0612 5.0786 0.6133 -0.44 0.44 -0.90
C -4.5628 5.1804 0.6227 -0.03 -0.04 0.65
Cl -5.1404 5.4895 2.2600 -0.32 -0.01 0.89
H -2.8011 4.9041 -0.4308 0.38 -0.01 0.05
H -2.6278 6.0213 0.9472 0.29 -0.35 0.27
H -4.9696 4.2156 0.3199 -0.33 0.39 -0.34
H -4.9273 6.0735 0.1150 0.20 -0.52 -0.72
Cl 1.5051 4.1722 -6.0049 1.21 -0.73 -0.98
C 0.2903 4.6309 -4.8888 -1.23 1.16 0.59
C -0.9722 5.0648 -5.6061 -0.88 0.04 -0.24
Cl -1.8518 3.6553 -6.2594 -0.07 -0.32 -0.06
H 0.6797 5.4934 -4.3480 -0.08 -0.09 0.23
H 0.0553 3.8207 -4.1985 0.13 0.03 -0.05
H -0.8531 5.7247 -6.4654 0.61 -0.05 0.18
H -1.7012 5.5621 -4.9663 0.30 -0.08 0.37
Cl -1.3385 -5.0723 1.3235 -0.14 0.07 -0.04
C -2.2497 -4.4161 -0.0641 -0.03 0.85 0.09
C -2.6081 -2.9233 0.0858 -0.54 -1.07 0.57
Cl -3.8717 -2.6968 1.4042 0.74 -0.03 -0.75
H -3.1596 -4.9993 -0.2058 0.15 0.01 0.08
H -1.5997 -4.5313 -0.9315 -0.10 0.00 -0.02
H -3.0704 -2.6402 -0.8598 0.06 0.21 0.31
H -1.7616 -2.2892 0.3493 -0.12 -0.14 -0.13
```
Positions in Å, forces in eV/Å.

---

[2]
This record from OMol25 describes a structure of composition C16H12AsN3O2ReS4. The level of theory is wB97M-V/def2-TZVPD.

Charge ... +3
E_LUMO (spin up / spin down) ... -11.21 / -11.28 eV
Kohn-Sham gap (spin up / spin down) ... 6.09 / 6.09 eV
Energy above the lowest of the compared OMol25 structures with the same formula, charge and spin ... 31.9 kcal/mol
HOMO (spin up / spin down) ... -0.636 / -0.638 hartree

```
39
Properties=species:S:1:pos:R:3:forces:R:3
Re -0.9451 -4.1983 3.8715 0.03 0.21 -0.28
C 0.0070 5.5523 -5.2142 0.03 -0.10 0.04
O 0.3557 4.1555 -4.9278 0.00 -0.06 0.03
C 0.5288 3.6295 -3.7832 0.03 -0.03 0.01
C 0.4161 4.3131 -2.5217 0.00 0.02 0.11
C 0.6414 3.6266 -1.3860 -0.02 0.10 -0.04
C 1.0091 2.2213 -1.4187 0.08 -0.24 -0.18
C 1.1133 1.5399 -2.6989 -0.02 0.02 -0.12
C 0.8833 2.2222 -3.8288 0.01 -0.05 0.00
N 1.2633 1.6522 -0.2909 -0.17 0.47 0.42
N 1.8549 0.6143 0.0649 0.09 -0.34 -0.13
C 1.4877 -0.3987 0.8005 0.02 0.23 -0.20
C 2.5773 -1.2834 1.1356 0.08 -0.14 0.12
C 2.4236 -2.4029 1.8905 -0.08 0.09 -0.05
C 1.1307 -2.6992 2.3744 0.07 0.12 -0.05
O 0.8692 -3.7080 3.0988 0.25 0.00 0.06
C 0.0056 -1.8241 2.0810 0.02 0.17 -0.10
N -1.1490 -2.2202 2.6567 0.32 0.09 -0.05
C -2.2201 -1.4600 2.4717 -0.10 0.03 0.04
C -2.1775 -0.2833 1.7203 0.02 0.00 0.01
C -1.0006 0.1160 1.1278 0.02 -0.09 0.03
C 0.1446 -0.6767 1.3023 -0.15 -0.19 0.15
H -0.8814 5.4911 -5.8353 0.03 0.06 -0.01
H 0.8522 5.9457 -5.7717 -0.05 0.04 0.00
H -0.1769 6.1121 -4.3052 -0.01 0.03 -0.04
H 0.1730 5.3636 -2.4832 -0.01 0.00 0.02
H 0.5852 4.1066 -0.4173 -0.01 0.02 -0.01
H 1.4049 0.4976 -2.7193 0.00 0.00 -0.02
H 0.9697 1.7759 -4.8106 0.01 -0.03 0.01
H 3.5514 -1.0080 0.7511 0.01 0.00 0.00
H 3.2508 -3.0535 2.1360 0.00 -0.02 0.00
H -3.1452 -1.7797 2.9326 0.02 -0.02 0.00
H -3.0816 0.3001 1.6188 0.00 0.02 -0.01
H -0.9727 1.0260 0.5473 0.01 0.02 -0.01
S -2.4431 -7.6766 1.9488 0.04 0.02 0.10
As -2.5041 -7.3935 3.9141 -0.11 -0.49 -0.09
S -2.9833 -4.2397 3.9403 -0.77 0.19 0.15
S -0.3818 -6.1677 4.4155 0.26 -0.29 0.07
S -3.4363 -7.7882 5.6125 0.05 0.13 0.04
```
Positions in Å, forces in eV/Å.